(1)
Entry from the OMol25 dataset: C11H8Cl3CoN4O2S2 as an isolated structure in a non-equilibrium geometry (the ωB97M-V functional and the def2-TZVPD basis).

Geometry (Å):
Co: -0.64189 0.63649 0.46362
Cl: 5.02942 0.61372 2.17232
Cl: 3.88460 -0.10034 -0.37662
Cl: 3.31959 -1.71288 1.96375
S: -2.13567 -3.34363 2.47806
S: -1.56142 -0.37413 2.26987
O: 2.31461 1.46767 2.74024
O: 1.37503 0.57254 0.88713
N: -1.65231 3.46412 1.06108
N: -0.09344 1.11606 -1.38076
N: -1.12426 -2.25234 0.36901
N: -0.69511 -1.13687 -0.28463
C: 0.17130 2.31033 -1.88995
C: 3.58811 -0.04675 1.38174
C: 0.59159 2.47624 -3.20153
C: -1.57116 -1.93983 1.56350
C: -1.29394 2.37566 0.88559
C: -0.26762 -1.24402 -1.47618
C: 2.26942 0.78918 1.73349
C: 0.45240 0.10745 -3.46395
C: -3.54059 -2.64552 3.38172
C: 0.72525 1.35571 -4.00098
C: 0.05661 0.01940 -2.14131
H: -4.40325 -2.56691 2.72370
H: -3.27243 -1.66944 3.77511
H: -0.17477 -2.21433 -1.95408
H: 0.80509 3.46616 -3.57879
H: 0.53607 -0.79778 -4.05123
H: 0.03081 3.14785 -1.21761
H: 1.03630 1.45509 -5.03319
H: -3.75835 -3.32890 4.20087

Its relative energy (zero: lowest compared OMol25 entry of this formula, charge and spin) is 0.00 kcal per mole. As for the total charge: -1. As for the LUMO energy (spin up / spin down): 0.06420 / 0.06088 Eh. As for the expectation value of S²: 0.766. Its maximum force is 1.00 eV/A. The value obtained for the HOMO energy (spin up / spin down) is -5.3 / -5.3 eV. As for the spin multiplicity: 2. The calculation puts the frontier orbital gap (spin up / spin down) at 7.0363 / 6.9728 eV.

So, what does the Löwdin scheme give us? The charges, in e, come out as: Co 0.19; Cl 0.55; Cl 0.53; Cl 0.55; S 0.81; S 0.71; O 0.01; O -0.14; N -0.04; N 0.05; N -0.07; N -0.11; C -0.07; C -1.49; C -0.05; C -1.06; C -0.38; C -0.04; C -0.81; C -0.02; C -0.43; C -0.06; C -0.23; H 0.03; H -0.01; H 0.13; H 0.10; H 0.11; H 0.11; H 0.10; H 0.02

=====

(2)
Entry from the OMol25 dataset: a single C11H8N2O molecule in a non-equilibrium geometry (the ωB97M-V functional and the def2-TZVPD basis).

Geometry (Å):
O: -4.05645 -0.25439 1.12997
N: -1.74487 -0.33070 0.66029
N: -2.75412 1.32695 -1.82598
C: -2.95664 -0.35808 0.83134
C: 1.27311 2.08601 0.99896
C: 0.35581 1.42427 -0.00773
C: -1.79377 1.72550 -1.33847
C: 1.67203 -0.56356 -0.45704
C: 1.88615 -1.96087 -0.52263
C: 0.47435 -0.00635 -0.10016
C: -0.46793 -2.24926 0.02337
C: 0.73777 -2.79950 -0.32897
C: -0.60843 -0.85130 0.13986
C: -0.68834 2.14336 -0.66091
H: -1.40791 -2.86625 0.12677
H: 2.12859 1.49498 0.99824
H: 1.62134 3.01208 0.66538
H: 2.89666 -2.38502 -0.78671
H: 2.56665 -0.06997 -0.38615
H: 0.76989 2.04375 1.98759
H: 0.66495 -3.87281 -0.64138
H: -0.56885 3.31117 -0.50566

Its relative energy (zero: lowest compared OMol25 entry of this formula, charge and spin) is 46.90 kcal per mole. As for the total charge: 0. As for the LUMO energy: -0.00603 Eh. Its maximum force is 6.99 eV/A. The value obtained for the HOMO energy is -8.8 eV. The SMILES is C/C(=C/C#N)c1ccccc1N=C=O. As for the spin multiplicity: 1. The calculation puts the frontier orbital gap at 8.6515 eV.

So, what does the Löwdin scheme give us? The charges, in e, come out as: O 0.20; N 0.18; N 0.18; C -0.28; C -0.01; C -0.19; C -0.28; C -0.03; C -0.04; C -0.17; C -0.02; C -0.09; C -0.22; C -0.05; H 0.14; H 0.04; H 0.07; H 0.12; H 0.08; H 0.12; H 0.12; H 0.15

=====

(3)
Entry from the OMol25 dataset: a single C11H9BrF3N3 molecule in a non-equilibrium geometry (the ωB97M-V functional and the def2-TZVPD basis).

Geometry (Å):
Br: 3.83560 2.86835 -0.90153
F: -1.75467 3.52160 1.41031
F: -2.50256 3.12467 -0.68718
F: -1.11087 4.76944 -0.23415
N: 2.72805 -0.07220 -1.26211
N: 2.09709 -1.18709 -1.23156
N: 0.83142 -0.98288 -0.86175
C: -0.30036 2.60074 -0.25394
C: -0.79154 -2.14402 0.65551
C: 0.98082 3.12646 -0.45588
C: 2.05718 2.26031 -0.72718
C: -0.48941 1.18721 -0.33182
C: 0.60703 0.37150 -0.67956
C: -1.42404 -3.45278 1.13099
C: -0.17130 -2.07758 -0.76157
C: -1.45041 3.52126 0.06986
C: 1.81646 0.88872 -0.88767
C: -0.03874 -3.04474 1.64432
H: 0.32853 -3.04918 -0.98315
H: 1.24223 4.16678 -0.30340
H: -0.04125 -2.71474 2.68078
H: -1.45986 0.76795 -0.16051
H: -2.25509 -3.39932 1.82353
H: 0.85018 -3.62026 1.31822
H: -1.13786 -1.23975 1.10594
H: -0.92825 -1.91717 -1.54048
H: -1.51840 -4.27329 0.42400

Its relative energy (zero: lowest compared OMol25 entry of this formula, charge and spin) is 3.13 kcal per mole. As for the total charge: 0. As for the LUMO energy: -0.00505 Eh. Its maximum force is 3.97 eV/A. The value obtained for the HOMO energy is -9.0 eV. The SMILES is FC(F)(F)c1cc(Br)c2nnn(CC3CC3)c2c1. As for the spin multiplicity: 1. The calculation puts the frontier orbital gap at 8.8811 eV.

So, what does the Löwdin scheme give us? The charges, in e, come out as: Br 0.78; F 0.12; F 0.14; F 0.15; N 0.08; N 0.06; N -0.06; C -0.10; C -0.26; C -0.05; C -0.59; C 0.09; C -0.16; C -0.11; C -0.07; C -0.56; C -0.32; C -0.11; H 0.13; H 0.11; H 0.09; H 0.11; H 0.09; H 0.11; H 0.11; H 0.12; H 0.10

=====

(4)
Entry from the OMol25 dataset: a single C11H9ClN3O2P molecule (the ωB97M-V functional and the def2-TZVPD basis).

Geometry (Å):
Cl: -0.05572 0.04931 -3.72670
P: -2.22730 2.14005 -2.29653
O: -1.15144 2.86969 -3.29639
O: -2.40424 3.25497 -1.09927
N: 1.47475 -1.60050 -1.86738
N: 1.20301 -1.62455 0.92359
N: 2.82587 -3.26550 1.04557
C: 0.44620 -0.79492 0.14996
C: 2.05701 -2.38998 0.30711
C: 0.58254 -0.77682 -1.24459
C: -2.27160 1.79420 3.28360
C: -0.60809 -0.02022 2.28537
C: -1.10995 0.95644 -1.40324
C: -0.49818 0.05330 0.77810
C: -1.50501 0.98085 2.84822
C: -1.24931 0.88845 0.01136
C: -0.22102 0.11228 -2.00361
C: 2.17976 -2.37737 -1.11423
H: -0.24287 2.78374 -2.97869
H: -1.98337 1.52922 0.47462
H: 3.01872 -2.93860 1.98101
H: -0.95195 -1.00825 2.58978
H: -1.54827 3.53703 -0.74723
H: 0.38528 0.12558 2.70840
H: -2.90884 2.57233 3.62417
H: 3.64773 -3.60749 0.57220
H: 2.88899 -3.04573 -1.59138

As for the total charge: 0. As for the LUMO energy: -0.01596 Eh. Its maximum force is 0.43 eV/A. The value obtained for the HOMO energy is -8.7 eV. The SMILES is C#CCc1cc(P(O)O)c(Cl)c2ncc(N)nc12. As for the spin multiplicity: 1. The calculation puts the frontier orbital gap at 8.2664 eV.

So, what does the Löwdin scheme give us? The charges, in e, come out as: Cl 0.72; P 0.84; O -0.33; O -0.31; N 0.12; N 0.18; N 0.13; C -0.16; C -0.36; C -0.24; C 0.12; C -0.15; C -0.35; C -0.15; C -0.15; C -0.04; C -0.59; C -0.06; H 0.04; H 0.09; H 0.10; H 0.13; H 0.06; H 0.12; H 0.03; H 0.09; H 0.12

=====

(5)
Entry from the OMol25 dataset: a single C11H9N3 molecule in a non-equilibrium geometry (the ωB97M-V functional and the def2-TZVPD basis).

Geometry (Å):
N: -0.12741 1.15263 -0.99625
N: 2.24861 -0.48964 -1.15019
N: 1.41466 -1.91135 0.40860
C: 0.17396 0.14998 -0.07624
C: 3.14881 -1.68975 -0.98700
C: 2.68469 -2.41564 0.03075
C: -1.38119 3.31767 -1.41156
C: 0.52865 -2.38261 1.37953
C: -1.12867 1.99131 -0.74592
C: -2.00505 0.38693 0.81978
C: -0.55971 -1.60393 1.53067
C: -2.08603 1.55700 0.19267
C: -0.73503 -0.39495 0.82058
C: 1.32633 -0.71199 -0.30645
H: -2.86303 -0.01819 1.42060
H: -1.43208 -1.99159 2.02687
H: -0.84360 4.04289 -0.69924
H: -0.80094 3.49489 -2.33067
H: 3.99581 -1.72424 -1.64124
H: 0.79855 -3.24619 2.03327
H: 3.14666 -3.11139 0.66587
H: -3.04134 1.95737 0.41362
H: -2.46266 3.64079 -1.39805

Its relative energy (zero: lowest compared OMol25 entry of this formula, charge and spin) is 12.91 kcal per mole. As for the total charge: 0. As for the LUMO energy: 0.01497 Eh. Its maximum force is 4.50 eV/A. The value obtained for the HOMO energy is -8.2 eV. The SMILES is Cc1ccc2ccn3ccnc3c2n1. As for the spin multiplicity: 1. The calculation puts the frontier orbital gap at 8.5706 eV.

So, what does the Löwdin scheme give us? The charges, in e, come out as: N 0.17; N 0.13; N 0.00; C -0.12; C -0.05; C -0.08; C -0.04; C -0.03; C -0.32; C -0.01; C -0.06; C -0.07; C -0.14; C -0.31; H 0.13; H 0.11; H 0.11; H 0.08; H 0.09; H 0.14; H 0.10; H 0.10; H 0.09

=====

(6)
Entry from the OMol25 dataset: a 2-piece molecular cluster, C11H9NO3 overall in a non-equilibrium geometry (the ωB97M-V functional and the def2-TZVPD basis).

Geometry (Å):
O: -2.08533 -1.92578 -1.41984
O: -2.23705 2.27099 -0.16610
O: -3.23508 -0.59346 1.04724
N: -0.96892 -0.14681 1.46370
C: 0.05350 2.70658 -0.33752
C: 1.09668 3.18062 0.02428
C: 0.25111 -0.37533 0.88752
C: -1.37263 -1.27884 -0.42672
C: 2.39430 -1.14880 -0.65412
C: 1.52564 -0.03789 1.31250
C: -1.94278 -0.69288 0.67179
C: 2.59075 -0.43233 0.52791
C: 0.03634 -1.09926 -0.31425
C: -1.20220 2.17376 -0.76819
C: 1.13168 -1.48739 -1.08679
H: -1.52044 -2.60598 -1.80186
H: 0.99365 -2.04163 -2.00460
H: -3.78110 -0.97455 0.34981
H: 1.67668 0.51256 2.22891
H: 2.02154 3.58129 0.32140
H: -1.14982 0.40168 2.28606
H: 3.59694 -0.18920 0.83487
H: -1.12802 1.64675 -1.73933
H: 3.25457 -1.44410 -1.23668

Its relative energy (zero: lowest compared OMol25 entry of this formula, charge and spin) is 34.32 kcal per mole. As for the total charge: 0. As for the LUMO energy: 0.00399 Eh. Its maximum force is 1.18 eV/A. The value obtained for the HOMO energy is -7.4 eV. The SMILES is Oc1[nH]c2ccccc2c1O.C#CC=O. As for the spin multiplicity: 1. The calculation puts the frontier orbital gap at 7.5130 eV.

So, what does the Löwdin scheme give us? The charges, in e, come out as: O 0.05; O 0.07; O 0.11; N 0.16; C -0.06; C 0.16; C -0.23; C -0.22; C -0.11; C -0.04; C -0.31; C -0.11; C -0.12; C -0.31; C -0.03; H 0.10; H 0.11; H 0.12; H 0.11; H 0.03; H 0.17; H 0.10; H 0.13; H 0.10